{"formula": "C4H12", "method": "ωB97M-V/def2-TZVPD", "elements": ["C", "C", "H", "H", "H", "H", "H", "H", "C", "C", "H", "H", "H", "H", "H", "H"], "xyz": [[1.68068, -1.82710, -0.60777], [0.19448, -2.11290, -0.22840], [2.31171, -1.44110, 0.16684], [2.04338, -2.84034, -0.88422], [1.58575, -1.05226, -1.37929], [-0.35564, -1.39542, 0.40318], [-0.45478, -2.29155, -1.03348], [0.23232, -3.10437, 0.27008], [-1.60899, 1.78728, 0.11379], [-0.23924, 2.16029, 0.70484], [-2.14146, 2.69949, -0.14052], [-1.50258, 1.16788, -0.84331], [-2.13330, 1.18523, 0.87092], [0.28099, 2.90573, 0.11275], [0.40167, 1.30528, 0.96069], [-0.44165, 2.68354, 1.69000]], "forces_ev_per_angstrom": [[-2.031, -0.312, -0.686], [1.019, -0.865, 2.241], [0.044, 0.137, 0.706], [0.305, 1.112, -0.557], [0.912, -0.556, -0.310], [0.653, -0.108, -0.011], [-0.465, -0.028, -1.655], [-0.449, 0.650, 0.279], [0.981, -1.131, -0.841], [-0.672, 0.673, 1.518], [-0.307, -0.096, 0.106], [-0.186, 0.788, 1.302], [-0.207, 0.268, -0.490], [0.272, -0.199, -0.277], [-0.158, 0.205, -0.398], [0.290, -0.538, -0.924]], "orbital_gap_ha": 0.4625, "de_lowest_kcal_mol": 12.4, "fmax_ha_per_bohr": 0.0507, "charge": 0}